{"formula": "C4H6O3Pb", "method": "ωB97M-V with the def2-TZVPD basis set", "species": ["O", "O", "O", "C", "C", "C", "H", "H", "H", "Pb", "C", "H", "H", "H"], "coordinates": [[0.318, -1.506, -0.569], [-0.612, 0.360, 0.215], [0.668, 0.498, -1.528], [-0.641, -0.180, 1.620], [-1.466, 0.780, 2.424], [0.025, -0.293, -0.675], [-1.169, 0.677, 3.480], [-1.325, 1.850, 2.157], [-2.562, 0.598, 2.391], [0.420, -1.942, 1.542], [1.432, -0.108, -2.564], [1.911, 0.718, -3.099], [0.814, -0.679, -3.268], [2.185, -0.776, -2.128]], "mulliken_charge": [-0.613, -0.328, -0.307, -0.114, -0.960, 0.929, 0.305, 0.283, 0.236, 0.379, -0.623, 0.220, 0.294, 0.300], "fmax_ev_per_a": 3.205, "e_tot_ev": -15632.3726, "relative_energy_kj_mol": 21.36, "total_charge": 0, "gap_ev": [7.319, 7.320], "homo_ev": [-6.803, -6.803]}